# 1
86
Properties=species:S:1:pos:R:3 method="wB97M-V/def2-TZVPD" fmax_ev_per_a=1.0 de_lowest_kj_mol=25.1 molar_mass_g_mol=1111.861 total_charge=-1
Tl 0.636 0.131 0.398
I 0.392 -3.266 1.086
Br -0.131 -6.746 0.944
S -1.561 1.617 0.176
Si 2.687 -0.246 -2.128
O -6.971 1.746 -3.946
O -0.660 -1.429 -1.200
O -5.574 3.075 -5.021
N -4.395 -0.946 -3.925
N 1.213 2.055 3.202
N -1.626 -0.912 -1.846
N 2.216 -0.255 3.443
N -1.718 -4.244 -2.906
N -0.247 0.119 3.779
N 2.700 0.438 -0.529
N 1.067 2.089 1.861
N -0.701 -0.214 2.553
N 2.152 -0.768 2.199
C -2.732 1.613 -1.135
C 1.145 3.361 1.490
C -3.390 2.181 -3.388
C 3.666 2.613 -1.135
C -1.967 -0.573 2.703
C 4.559 2.966 1.453
C -4.731 2.014 -3.062
C 4.885 3.913 0.487
C -1.428 -4.184 0.671
C -2.325 -1.740 -2.587
C -3.927 -5.316 0.188
C -1.220 -0.039 4.693
C -1.580 -5.565 0.634
C 1.377 0.475 -3.254
C -2.352 -0.489 4.048
C 1.341 4.181 2.605
C -3.465 -1.249 -3.317
C 3.814 1.847 1.127
C 4.000 -1.540 3.203
C 4.371 -0.027 -2.942
C -5.063 1.607 -1.775
C 4.435 3.724 -0.811
C 3.360 1.626 -0.184
C -3.784 -3.938 0.227
C -2.539 -3.379 0.460
C -1.992 -3.134 -2.765
C -5.756 2.334 -4.096
C 2.333 -2.068 -1.993
C 3.220 -1.542 2.040
C -4.075 1.405 -0.820
C -2.824 -6.129 0.386
C 1.378 3.304 3.671
C -2.404 1.965 -2.448
C 3.322 -0.701 4.064
B 1.148 0.723 3.991
H 1.336 0.932 5.161
H -2.416 -2.306 0.458
H -2.559 -0.863 1.852
H 4.357 0.770 -3.690
H 5.486 4.777 0.743
H -3.139 2.478 -4.399
H 4.665 -0.953 -3.447
H -2.918 -7.206 0.352
H -6.098 1.481 -1.477
H 1.510 1.550 -3.416
H 2.432 -2.540 -2.977
H 1.492 3.482 4.729
H 4.909 3.095 2.471
H -3.315 -0.714 4.474
H 3.555 -0.381 5.067
H 3.398 -2.033 1.096
H 0.385 0.334 -2.808
H 4.672 4.448 -1.582
H -4.636 -3.290 0.063
H 3.597 1.111 1.886
H -1.361 2.087 -2.715
H 1.053 3.627 0.448
H 3.312 2.481 -2.152
H 5.141 0.216 -2.204
H 1.307 -2.242 -1.660
H -1.036 0.171 5.735
H -4.894 -5.764 -0.002
H 1.452 5.252 2.631
H 4.916 -2.076 3.385
H 3.014 -2.584 -1.308
H -4.335 1.103 0.186
H -6.930 1.093 -3.238
H 1.368 -0.020 -4.231

***

# 2
83
Properties=species:S:1:pos:R:3 method="wB97M-V/def2-TZVPD" fmax_ev_per_a=2.0 s_squared=15.760 de_lowest_kj_mol=0.0 molar_mass_g_mol=901.781 total_charge=-2 multiplicity=8
Eu 0.500 0.164 1.023
S 2.198 -2.175 -0.124
S 1.502 -1.014 3.370
S -1.110 -2.261 0.823
P 0.316 3.093 0.168
P 0.511 -3.188 0.144
O 2.508 1.376 1.181
O 4.494 1.940 0.332
O 5.698 1.879 -2.143
O -1.559 0.815 0.421
O 4.869 1.494 -4.162
N 0.606 1.531 3.821
N 2.598 0.962 4.756
N 1.547 0.591 -1.263
N -0.414 1.247 2.937
N 2.477 0.627 -3.236
C -1.516 -4.731 -3.106
C -5.053 1.638 0.795
C 0.721 4.175 1.601
C -0.159 -5.251 1.933
C -2.144 4.532 0.435
C -2.700 1.743 2.307
C -1.536 1.817 3.175
C 1.368 0.323 -2.530
C 2.831 1.063 -1.122
C 0.119 -0.264 -3.084
C -0.499 -5.298 -3.860
C 2.109 -5.278 1.142
C -2.647 1.207 0.976
C 0.082 -6.409 2.660
C -5.084 2.198 2.075
C 1.526 0.614 3.957
C 3.434 1.093 -2.368
C 4.735 1.521 -2.948
C -2.999 3.810 -2.099
C 3.324 1.485 0.246
C -3.878 1.159 0.265
C 2.347 -6.439 1.864
C 1.108 -4.561 -2.230
C -3.911 2.236 2.804
C 0.087 -4.006 -1.460
C 1.357 3.984 -1.087
C -3.393 4.937 -0.021
C 0.817 -5.209 -3.421
C -1.762 3.396 -1.636
C -3.821 4.586 -1.291
C 1.333 -7.008 2.622
C -1.307 3.764 -0.368
C -1.225 -4.089 -1.907
C 0.851 -4.686 1.164
H 1.523 -7.908 3.196
H -0.635 -0.255 -2.297
H -2.006 -3.633 -1.310
H -3.848 0.735 -0.733
H -1.647 2.382 4.107
H 1.136 5.054 -1.090
H 5.422 1.810 -1.120
H -4.800 4.891 -1.643
H 3.332 -6.893 1.846
H -1.144 2.753 -2.254
H 2.796 1.951 4.781
H -1.124 -4.759 1.968
H 0.590 5.236 1.371
H 2.655 0.515 -4.220
H -3.337 3.507 -3.083
H 1.763 3.972 1.854
H -5.968 1.590 0.211
H -2.541 -4.786 -3.454
H -4.039 5.515 0.629
H -3.914 2.658 3.806
H 1.618 -5.637 -4.012
H -0.706 -6.838 3.268
H 2.133 -4.450 -1.897
H 0.124 3.891 2.467
H 2.410 3.835 -0.840
H 0.280 -1.300 -3.394
H -1.833 4.799 1.437
H 1.178 3.577 -2.083
H 3.397 0.368 4.615
H 2.907 -4.803 0.583
H -0.728 -5.804 -4.791
H -6.008 2.584 2.490
H -0.244 0.304 -3.943

***

# 3
76
Properties=species:S:1:pos:R:3 method="wB97M-V/def2-TZVPD" fmax_ev_per_a=0.5 s_squared=0.795 de_lowest_kj_mol=0.0 molar_mass_g_mol=614.620 total_charge=+1 multiplicity=2
V -0.407 -0.193 0.150
F 3.467 -0.643 3.649
F 5.432 -1.260 -0.511
N -1.491 1.611 -0.649
N -0.257 -0.675 2.265
N 0.721 -1.815 -0.069
N 0.791 1.638 0.629
N -2.337 -0.933 0.084
N -0.028 -0.144 -1.943
C 3.130 -1.569 -0.309
C 0.432 3.753 1.684
C 0.893 -1.170 2.765
C 0.913 -0.038 -4.488
C -1.205 -0.539 4.458
C -0.061 -1.132 4.977
C 4.342 -1.283 0.269
C -2.855 1.181 -0.995
C 4.489 -0.994 1.613
C -5.002 -1.671 0.254
C 0.970 -1.487 4.126
C -0.184 0.973 -2.641
C 0.958 -3.801 -1.756
C 0.690 -4.667 -0.521
C 0.264 1.064 -3.948
C 2.605 2.772 1.693
C 2.086 1.720 0.960
C -0.788 2.113 -1.853
C 1.076 -1.198 -3.737
C -2.687 -2.136 0.567
C 0.574 -1.233 -2.446
C -4.000 -2.554 0.637
C -0.013 2.662 0.960
C -1.283 -0.429 3.087
C 3.331 -1.003 2.358
C 1.759 3.797 2.081
C -3.301 -0.085 -0.297
C 0.059 -4.314 -2.894
C 1.953 -1.597 0.463
C -4.646 -0.417 -0.212
C 2.423 -3.998 -2.165
C 2.058 -1.299 1.863
C 0.484 -2.359 -1.415
C -1.436 2.573 0.455
H -0.607 -2.497 -1.391
H 2.131 4.631 2.660
H 3.095 -3.931 -1.312
H 0.294 -5.357 -3.107
H 1.294 0.003 -5.500
H 0.128 1.969 -4.525
H -0.250 4.558 1.926
H 1.312 -4.363 0.321
H 0.028 -1.321 6.038
H -4.229 -3.544 1.005
H -6.043 -1.958 0.315
H -1.864 -2.764 0.888
H 0.907 -5.711 -0.750
H -5.396 0.297 -0.527
H -2.029 -0.237 5.087
H -0.357 -4.599 -0.213
H -0.996 -4.262 -2.613
H -1.789 3.568 0.156
H 3.656 2.781 1.945
H -2.194 -0.085 2.608
H 0.187 -3.751 -3.818
H -2.102 2.221 1.250
H 2.719 0.916 0.610
H 3.095 -1.734 -1.374
H 0.024 2.766 -1.530
H 2.762 -3.286 -2.920
H -3.578 1.988 -0.837
H -2.867 0.952 -2.064
H 1.577 -2.052 -4.167
H 2.538 -4.996 -2.591
H 5.445 -0.758 2.054
H 1.850 -1.973 4.515
H -1.462 2.718 -2.470